The molecule C5H6ClNO2 at a distorted geometry. Source: the OMol25 dataset; level of theory: wB97M-V/def2-TZVPD.

Element x y z (Å)
O 2.542 -0.573 -0.389
C 1.444 -0.094 -0.504
C 0.613 0.521 0.602
C -0.714 -0.223 0.621
C -1.244 -0.303 -0.810
N -0.618 -0.313 -1.853
C 0.780 -0.247 -1.913
O 1.424 -1.437 -2.478
Cl 1.222 1.194 -2.862
H 1.317 0.405 1.448
H 0.497 1.500 0.436
H -1.379 0.471 1.121
H -0.763 -1.359 0.846
H -2.292 -0.223 -1.070
H 2.320 -1.196 -2.498

total energy = -859.4950 hartree
gap between HOMO and LUMO = 9.773 eV
E_HOMO = -9.35 eV
strongest force on any atom = 5.52 eV/A

=====

The molecule C5H5N at a distorted geometry. Source: the OMol25 dataset; level of theory: wB97M-V/def2-TZVPD.

Element x y z (Å)
C -0.747 1.189 -0.894
C 0.171 0.029 -0.529
C -0.352 -0.996 0.356
C -0.370 -1.567 1.442
C 0.553 -1.012 2.340
N 1.382 -0.344 2.808
H -1.352 1.486 -0.032
H -1.412 0.948 -1.726
H -0.129 2.042 -1.185
H 0.936 0.378 0.209
H 0.719 -0.383 -1.380

total energy = -248.1401 hartree
gap between HOMO and LUMO = 9.981 eV
E_HOMO = -10.29 eV
strongest force on any atom = 1.18 eV/A

=====

A cluster of 2 separate species, C3H8N2O in total at a distorted geometry. Source: the OMol25 dataset; level of theory: wB97M-V/def2-TZVPD.

Element x y z (Å)
H 0.184 -2.892 -1.734
N 0.056 -2.103 -1.109
C -1.170 -1.734 -1.076
N -1.536 -0.489 -0.704
H -2.000 -2.445 -1.137
H -2.505 -0.364 -0.469
H -0.872 0.250 -0.535
C 1.180 1.319 1.623
C 1.056 1.517 0.132
O 0.096 2.041 -0.380
H 0.653 0.392 1.849
H 0.777 2.207 2.106
H 2.222 1.216 1.923
H 1.859 1.085 -0.489

total energy = -303.8282 hartree
gap between HOMO and LUMO = 9.878 eV
E_HOMO = -8.86 eV
strongest force on any atom = 1.40 eV/A

=====

A structure of composition C32H33NO3PPt at a distorted geometry. Source: the OMol25 dataset; level of theory: wB97M-V/def2-TZVPD.

Element x y z (Å)
Pt -5.902 7.327 16.151
C -4.087 11.992 17.011
C -3.260 12.293 18.089
C -1.837 12.049 18.061
C -1.159 11.878 16.889
C -1.971 11.559 15.771
C -3.437 11.538 15.860
H -5.165 12.277 17.093
H -3.770 12.558 18.977
H -1.303 12.269 18.997
H -0.094 11.944 16.740
H -1.378 11.405 14.917
H -4.120 11.191 15.078
C -9.816 8.409 14.454
C -9.291 8.694 15.898
C -7.984 9.527 16.020
C -9.074 7.267 16.435
C -10.136 6.309 16.735
O -9.462 5.157 17.229
C -8.157 5.394 17.053
N -7.956 6.683 16.553
C -7.279 4.262 17.537
C -7.972 3.224 18.162
C -7.224 2.108 18.719
C -5.826 2.157 18.733
C -5.195 3.196 18.155
C -5.885 4.294 17.599
P -4.773 5.597 16.972
C -3.677 4.876 15.741
C -4.282 3.928 14.871
C -3.526 3.517 13.768
C -2.220 3.988 13.556
C -1.660 4.950 14.452
C -2.443 5.371 15.521
C -3.868 6.146 18.369
C -2.800 5.477 18.957
C -2.216 5.899 20.166
C -2.619 7.090 20.740
C -3.705 7.719 20.166
C -4.362 7.239 19.078
H -10.356 9.263 14.070
H -10.678 7.657 14.521
H -8.932 8.047 13.910
H -9.968 9.115 16.617
H -7.095 9.159 15.334
H -7.568 9.652 17.032
H -8.143 10.462 15.536
H -3.923 7.057 14.164
H -10.685 5.959 15.872
H -10.840 6.764 17.475
H -9.021 3.276 18.163
H -7.782 1.277 19.133
H -5.301 1.459 19.390
H -4.129 3.253 18.132
H -5.312 3.611 15.061
H -3.997 2.829 13.051
H -1.750 3.532 12.698
H -0.686 5.357 14.222
H -2.067 6.205 16.153
H -2.392 4.555 18.450
H -1.418 5.289 20.559
H -2.040 7.549 21.581
H -4.041 8.718 20.614
H -5.239 7.816 18.723
C -5.007 8.972 12.081
C -4.973 8.144 13.247
O -3.694 7.803 13.543
O -5.933 7.784 13.973
H -6.021 9.031 11.710
H -4.403 8.511 11.292
H -4.800 10.008 12.182

total energy = -1979.1646 hartree
2S+1 = 5
gap between HOMO and LUMO (spin up / spin down) = 5.445 / 3.960 eV
net charge = +3
E_HOMO (spin up / spin down) = -14.26 / -16.44 eV
strongest force on any atom = 4.11 eV/A